1.
{"formula": "C5H6N", "method": "wB97M-V/def2-TZVPD", "lumo_energy_ha": [-0.2498, -0.2532], "orbital_gap_ha": [0.27752, 0.27956], "charge": 1, "max_force_ev_per_a": 3.91, "homo_energy_ev": [-14.35, -14.50], "species": ["H", "C", "C", "H", "H", "H", "H", "C", "C", "H", "N", "C"], "coordinates": [[0.969, -1.289, -0.909], [-1.596, -0.544, 0.372], [-0.465, 1.121, -0.595], [-2.577, 0.759, -1.350], [2.854, 0.684, -0.092], [2.086, 0.383, 1.433], [-2.231, -1.434, 0.263], [2.003, 0.271, 0.398], [-1.700, 0.466, -0.665], [-0.980, -0.255, 1.236], [1.021, -0.727, -0.083], [0.617, 0.565, -0.008]]}

2.
{"formula": "C17H34AsBr3F9N4O6", "method": "wB97M-V/def2-TZVPD", "lumo_energy_ha": 0.0714, "orbital_gap_ha": 0.33928, "charge": -1, "max_force_ev_per_a": 2.48, "homo_energy_ev": -7.29, "species": ["Br", "C", "H", "H", "F", "C", "H", "H", "H", "C", "C", "F", "H", "N", "N", "H", "C", "C", "H", "H", "H", "H", "H", "H", "H", "N", "H", "C", "As", "H", "H", "N", "C", "H", "H", "H", "H", "O", "O", "O", "Br", "Br", "C", "C", "O", "C", "O", "F", "C", "H", "H", "H", "O", "F", "F", "F", "H", "C", "F", "H", "H", "H", "C", "C", "H", "H", "C", "H", "F", "F", "H", "C", "H", "H"], "coordinates": [[-5.836, 23.582, 3.856], [-6.030, 22.385, 5.345], [-1.220, 23.089, 3.384], [-5.021, 17.431, 6.636], [3.269, 14.539, 4.065], [-1.260, 17.124, 8.310], [-2.684, 24.048, 3.867], [-1.546, 24.688, 6.911], [1.522, 22.426, 6.721], [2.913, 21.066, 7.773], [1.338, 18.519, 5.021], [-1.779, 22.854, 6.269], [-5.437, 17.556, 8.358], [-3.453, 18.024, 7.893], [-1.598, 25.402, 7.621], [-5.083, 21.876, 5.467], [-4.853, 18.002, 7.551], [2.003, 19.119, 8.964], [-3.783, 23.274, -1.120], [-0.254, 17.759, 3.858], [-2.759, 24.685, 9.237], [0.893, 18.575, 2.885], [-3.640, 21.884, -0.047], [1.244, 24.715, 7.557], [1.493, 26.454, 7.382], [1.877, 20.270, 8.116], [1.344, 19.197, 9.829], [-2.794, 25.419, 8.420], [-1.980, 21.168, 5.949], [1.779, 18.190, 8.429], [-0.636, 16.346, 7.883], [-2.635, 23.167, 1.923], [1.144, 15.597, 4.122], [0.532, 25.578, 6.196], [1.041, 20.330, 7.555], [3.088, 23.089, 7.111], [0.938, 19.509, 5.200], [-3.192, 25.026, 0.772], [4.074, 20.842, 8.088], [-3.233, 15.786, 7.996], [-7.373, 21.041, 5.046], [-6.470, 23.377, 6.943], [-1.990, 23.783, 3.071], [2.582, 22.171, 6.810], [-0.407, 26.608, 9.123], [0.769, 25.650, 7.260], [1.468, 16.661, 3.419], [1.519, 13.269, 4.122], [-3.186, 23.807, 0.871], [-5.189, 19.023, 7.392], [1.010, 17.858, 5.830], [-2.896, 26.378, 8.928], [0.338, 15.516, 5.000], [-3.214, 21.143, 7.151], [2.017, 14.330, 2.314], [-3.164, 21.528, 4.729], [-2.690, 22.165, 1.988], [-3.949, 22.934, -0.102], [-0.802, 20.751, 7.139], [-0.943, 18.119, 7.994], [-5.006, 22.927, 0.161], [-1.148, 17.082, 9.399], [-2.726, 16.898, 8.026], [0.828, 17.884, 3.722], [2.430, 18.483, 5.082], [2.918, 21.891, 5.812], [2.008, 14.412, 3.651], [-1.547, 24.733, 2.762], [-2.248, 19.501, 5.619], [-0.727, 21.218, 4.762], [3.041, 19.014, 9.276], [-0.455, 25.940, 8.098], [-3.667, 25.215, 7.811], [-2.986, 18.908, 7.794]]}

3.
{"formula": "C5H14N3", "method": "wB97M-V/def2-TZVPD", "lumo_energy_ha": -0.0950, "orbital_gap_ha": 0.40021, "charge": 1, "max_force_ev_per_a": 4.66, "homo_energy_ev": -13.48, "species": ["C", "N", "H", "C", "C", "H", "H", "H", "H", "H", "C", "H", "H", "C", "H", "H", "N", "H", "N", "H", "H", "H"], "coordinates": [[1.768, -2.615, -0.130], [1.380, 1.938, 0.153], [3.202, 1.372, 0.896], [2.274, 1.136, 0.554], [2.551, -3.875, -0.129], [-0.421, 0.766, -1.829], [-2.282, 1.195, 1.155], [-3.250, 2.762, 1.456], [-0.603, -0.352, -0.605], [-4.859, 1.922, -0.290], [-3.050, 1.907, 0.956], [0.238, 1.198, -0.472], [3.041, -4.077, 0.838], [-3.939, 1.437, 0.059], [1.504, 2.912, 0.106], [1.824, -4.697, -0.365], [1.212, -1.620, -0.204], [-3.829, 0.448, -0.306], [-0.614, 0.706, -0.826], [3.274, -3.630, -0.930], [2.081, 0.075, 0.545], [-1.502, 1.089, -0.631]]}

4.
{"formula": "C4H12NO2", "method": "wB97M-V/def2-TZVPD", "lumo_energy_ha": -0.3160, "orbital_gap_ha": 0.15940, "charge": 1, "max_force_ev_per_a": 3.88, "homo_energy_ev": -12.94, "species": ["C", "O", "H", "H", "H", "H", "H", "C", "H", "H", "H", "C", "C", "O", "H", "H", "N", "H", "H"], "coordinates": [[-1.915, -0.267, -1.477], [2.391, -0.272, -1.028], [2.816, -0.265, 1.935], [-1.912, -0.936, 1.760], [-2.618, -0.664, -2.204], [-1.288, 1.600, 1.253], [-2.446, -1.923, -0.351], [-1.403, -0.423, 0.980], [2.420, -0.355, 0.111], [-1.976, 0.839, -1.444], [0.168, 0.754, 1.716], [-1.883, -0.947, -0.280], [-0.556, 0.880, 0.939], [2.058, -0.192, 1.317], [0.920, 0.838, -0.189], [3.103, -0.041, -1.581], [0.013, 1.255, -0.354], [-0.086, -1.100, -0.620], [-0.242, 0.721, -1.195]]}

5.
{"formula": "C23H23N2O2", "method": "wB97M-V/def2-TZVPD", "lumo_energy_ha": -0.1117, "orbital_gap_ha": 0.28943, "charge": 1, "max_force_ev_per_a": 2.85, "homo_energy_ev": -10.91, "species": ["C", "H", "C", "H", "H", "H", "C", "O", "H", "H", "C", "C", "C", "H", "N", "H", "C", "C", "H", "N", "H", "C", "O", "H", "C", "H", "C", "C", "C", "C", "H", "H", "C", "C", "H", "C", "C", "H", "C", "H", "H", "H", "H", "H", "C", "C", "H", "H", "C", "C"], "coordinates": [[-3.880, 0.333, 3.365], [-4.855, 2.963, 2.849], [-0.614, -4.543, 0.495], [-0.078, -2.434, 3.959], [-2.631, 2.006, 3.992], [-3.426, -7.233, 3.386], [2.312, -1.759, 3.292], [-5.089, 0.935, 3.407], [-2.667, -2.781, 2.701], [2.512, 2.067, 2.804], [-0.799, -4.197, 1.831], [5.069, 2.296, 3.544], [-1.433, -1.076, 3.110], [4.377, -1.668, 3.860], [-0.060, -3.432, -0.130], [-2.716, -8.424, 2.292], [-0.962, -5.752, -0.040], [-1.414, -5.164, 2.663], [-6.402, 2.454, 3.577], [-0.226, -2.862, 1.941], [-0.773, -5.937, -1.095], [-3.856, -1.046, 3.016], [4.824, 0.863, 3.586], [6.147, 2.409, 3.702], [-1.797, -6.438, 2.125], [-1.835, -7.942, 3.743], [1.156, -1.096, 2.875], [0.109, -2.445, 0.716], [1.311, 0.282, 2.615], [-2.473, -7.553, 2.931], [0.542, -1.480, 0.479], [-4.970, 2.665, 4.621], [-1.479, 0.239, 3.586], [-1.556, -6.716, 0.757], [-4.788, -1.585, 2.859], [-5.315, 2.347, 3.630], [-2.657, 0.971, 3.654], [4.798, 2.730, 2.572], [3.623, 0.290, 3.338], [2.233, -2.810, 3.538], [-1.848, -7.692, 0.361], [4.533, 2.809, 4.353], [-1.614, -4.982, 3.735], [-0.573, 0.731, 3.908], [3.516, -1.108, 3.504], [2.483, 0.980, 2.890], [0.162, -3.388, -1.111], [0.478, 0.886, 2.265], [-0.166, -1.917, 3.007], [-2.650, -1.720, 2.916]]}

6.
{"formula": "CH6OS2", "method": "wB97M-V/def2-TZVPD", "lumo_energy_ha": [0.1230, 0.1224], "orbital_gap_ha": [0.11649, 0.26949], "spin_multiplicity": 2, "charge": -1, "max_force_ev_per_a": 2.90, "homo_energy_ev": [0.18, -4.00], "species": ["H", "O", "S", "C", "S", "H", "H", "H", "H", "H"], "coordinates": [[-1.976, -1.484, 0.082], [-0.006, 0.827, -1.382], [-1.222, -2.035, 1.027], [1.301, 0.473, -0.826], [-1.956, -0.704, 2.571], [0.135, 1.621, -1.914], [1.913, 0.122, -1.646], [1.145, -0.305, -0.084], [1.589, 1.393, -0.322], [-0.922, 0.091, 2.494]]}

7.
{"formula": "C22H28NO2", "method": "wB97M-V/def2-TZVPD", "lumo_energy_ha": -0.1387, "orbital_gap_ha": 0.26185, "charge": 1, "max_force_ev_per_a": 3.10, "homo_energy_ev": -10.90, "species": ["H", "H", "H", "H", "C", "C", "H", "H", "H", "C", "H", "H", "C", "C", "O", "C", "C", "C", "H", "H", "H", "H", "O", "H", "H", "H", "C", "C", "C", "C", "H", "C", "H", "C", "H", "C", "H", "C", "H", "C", "C", "H", "H", "N", "C", "C", "C", "H", "H", "C", "H", "H", "H"], "coordinates": [[-1.767, 2.802, -3.458], [-0.079, 1.751, -3.781], [-5.607, 0.971, 0.568], [0.670, 1.208, 1.533], [2.103, -0.144, -2.892], [-0.239, 0.685, -3.540], [2.616, 0.811, -2.751], [-2.752, 1.326, -3.814], [2.886, -0.858, -3.176], [-3.893, 1.636, 1.721], [-3.342, 2.554, -2.680], [-0.187, -1.837, -0.469], [-0.163, -0.841, 0.003], [1.023, -0.074, -3.958], [4.090, -0.802, 3.731], [-4.555, 1.250, 0.551], [0.887, -0.885, 1.109], [0.272, 0.130, -1.024], [2.330, -0.461, -0.785], [-0.806, 2.344, 0.404], [1.334, -1.666, -1.605], [2.603, 1.244, 3.128], [-1.444, -0.673, 0.544], [1.183, -3.008, 0.955], [-4.428, 1.632, 2.679], [-4.322, 0.848, -1.573], [-2.540, 2.000, 1.679], [-0.691, 0.613, -2.130], [4.776, -2.045, 4.017], [2.287, 0.315, 2.654], [0.741, -1.093, -4.250], [2.560, -2.099, 2.350], [0.617, 1.070, -0.565], [-2.443, 2.039, -3.033], [-2.851, -1.504, 1.707], [2.993, -0.883, 2.933], [5.170, -2.499, 3.095], [1.229, 0.298, 1.766], [-2.014, 2.284, 2.590], [-1.762, -1.478, 1.682], [1.509, -2.085, 1.443], [4.108, -2.760, 4.520], [-1.345, -2.497, 1.595], [-1.793, 1.341, -1.893], [-3.847, 1.170, -0.642], [1.546, -0.583, -1.551], [-2.484, 1.477, -0.658], [3.068, -3.040, 2.588], [-1.054, 0.385, -4.220], [-1.838, 1.976, 0.476], [5.588, -1.746, 4.676], [1.436, 0.404, -4.850], [-1.380, -1.000, 2.602]]}

8.
{"formula": "F6K4N3O12S6", "method": "wB97M-V/def2-TZVPD", "lumo_energy_ha": -0.2146, "orbital_gap_ha": 0.17974, "charge": 1, "max_force_ev_per_a": 11.74, "homo_energy_ev": -10.73, "species": ["K", "O", "N", "S", "O", "F", "O", "O", "K", "O", "O", "K", "O", "F", "S", "S", "K", "S", "O", "O", "F", "S", "O", "N", "F", "N", "S", "F", "F", "O", "O"], "coordinates": [[3.545, 3.699, 1.553], [0.304, 0.206, 0.039], [-2.270, -3.365, -3.244], [0.346, 1.467, -0.698], [-0.474, 1.886, 1.936], [0.075, 1.060, -2.261], [1.006, 0.181, 4.194], [-3.765, -5.347, -2.918], [2.171, 1.301, -4.130], [-1.433, -2.933, -1.010], [2.474, 1.126, 1.878], [-3.231, 1.740, -1.925], [0.659, 3.814, 0.868], [-0.642, -1.593, -2.717], [3.180, -0.167, 2.086], [-2.046, -2.345, -2.177], [-0.439, 4.832, -2.047], [-0.475, 2.885, 0.856], [3.495, 0.024, 4.688], [1.644, 2.121, -0.979], [2.991, -0.765, 0.584], [-3.713, -4.018, -2.574], [4.646, -0.185, 2.116], [-1.005, 2.469, -0.544], [-1.751, 3.846, 1.201], [2.282, -1.428, 2.860], [2.270, -0.583, 4.084], [2.052, -1.802, 5.104], [-4.835, -3.309, -3.551], [-2.933, -1.240, -2.037], [-4.129, -3.580, -1.233]]}

| no. | E_tot (eV) | molecular weight (u) |
| --- | --- | --- |
| 1 | -6758.2127 | 80.1 |
| 2 | -331859.0889 | 876.1 |
| 3 | -9874.0139 | 116.2 |
| 4 | -9909.3871 | 106.1 |
| 5 | -31292.7254 | 359.4 |
| 6 | -24851.1796 | 98.2 |
| 7 | -28845.7915 | 338.5 |
| 8 | -175645.4529 | 696.8 |